Record 1
The following is a quantum chemistry calculation of a cluster of 2 separate species, C2H4N2S in total, from the OMol25 dataset.

Positions of all 9 atoms, in Å:
C (-1.239, 1.676, -0.692)
C (0.570, 0.119, 0.482)
N (-1.618, 0.795, -1.301)
N (1.546, -0.108, -0.359)
S (-0.155, -1.220, 1.340)
H (-0.661, 2.467, -0.432)
H (2.031, 0.670, -0.584)
H (2.116, -1.016, -0.361)
H (-1.180, -0.630, 1.815)

Force components x, y, z for each atom (eV/Å):
C -0.170 -0.696 -0.928
C -1.132 0.412 1.056
N -1.248 -1.090 -0.621
N -0.142 -4.890 1.761
S 2.337 -1.139 -1.486
H 0.923 1.953 1.186
H 1.891 2.711 -1.286
H -1.074 1.456 -0.360
H -1.384 1.283 0.678

## Properties
- Calculated total energy: -15951.0778 eV
- Kohn-Sham gap: 9.1 eV
- Spin multiplicity: 1
- ΔE to the lowest compared entry with this formula, charge and spin: 270.7 kJ/mol
- E_LUMO: 0.856 eV

Record 2
The following is a quantum chemistry calculation of a cluster of 2 separate species, C3H9N2 in total, from the OMol25 dataset.

Positions of all 14 atoms, in Å:
C (1.223, -0.982, -1.005)
C (-1.096, 2.071, 0.492)
C (-0.685, -0.381, 0.590)
N (1.923, -1.978, -0.514)
N (-1.391, 0.642, 0.097)
H (1.654, -0.722, -1.974)
H (-1.970, 2.591, 0.009)
H (-1.263, 2.177, 1.507)
H (-0.016, 2.320, 0.121)
H (-0.840, -1.430, 0.348)
H (0.145, 0.036, 1.238)
H (2.722, -2.533, -0.777)
H (-2.100, 0.454, -0.563)
H (1.694, -2.263, 0.430)

Force components x, y, z for each atom (eV/Å):
C 1.117 -0.967 0.275
C -0.045 -0.854 -3.652
C 0.942 3.451 -1.187
N -1.156 0.581 1.473
N 2.146 -1.830 2.356
H -0.211 0.157 -0.300
H 1.549 0.195 0.194
H 0.210 0.125 2.095
H -2.276 -0.075 0.679
H -0.385 0.431 0.325
H -1.121 -1.380 -0.398
H 0.428 0.367 -1.277
H -0.886 -0.083 -0.743
H -0.312 -0.115 0.160

## Properties
- Calculated total energy: -6227.3296 eV
- Kohn-Sham gap: 9.3 eV
- Spin multiplicity: 1
- ΔE to the lowest compared entry with this formula, charge and spin: 358.8 kJ/mol
- Charge: +1
- E_LUMO: -4.036 eV

Record 3
The following is a quantum chemistry calculation of a cluster of 2 separate species, C3H10NOPS in total, from the OMol25 dataset.

Positions of all 17 atoms, in Å:
C (-1.226, -0.095, 2.524)
C (-1.584, -0.666, 1.124)
P (-0.092, -0.432, 0.002)
O (-0.816, -0.962, -1.315)
S (-0.112, 1.671, -0.307)
H (-1.277, 0.995, 2.461)
H (-1.989, -0.529, 3.149)
H (-0.258, -0.397, 2.820)
H (-2.474, -0.260, 0.652)
H (-1.566, -1.820, 1.216)
H (-0.300, -1.236, -2.033)
H (-0.920, 1.987, 0.660)
C (2.374, 0.658, -2.406)
N (2.233, -0.421, -1.822)
H (1.437, 1.184, -2.631)
H (3.430, 1.176, -2.608)
H (3.142, -0.851, -1.485)

Force components x, y, z for each atom (eV/Å):
C -1.826 0.120 -1.789
C 2.269 -1.231 0.043
P 0.134 -0.533 1.677
O -2.271 0.031 0.155
S 0.747 0.372 -0.809
H -0.081 -0.146 0.535
H -0.032 0.386 0.864
H 1.055 -0.362 0.424
H -0.234 -0.186 0.189
H -0.537 1.753 -0.354
H 1.614 -0.518 -1.381
H -0.855 0.272 0.775
C 1.928 2.651 -0.749
N 1.180 -2.510 1.335
H 0.528 0.220 -0.525
H -2.324 -0.896 0.306
H -1.294 0.577 -0.695

## Properties
- Calculated total energy: -26934.1120 eV
- Kohn-Sham gap: 9.0 eV
- Spin multiplicity: 1
- ΔE to the lowest compared entry with this formula, charge and spin: 229.8 kJ/mol
- E_LUMO: 0.902 eV
- Structure (SMILES): CCP(O)S.C=N